A cluster of 18 separate species, C26H88N37O20 in total, computed with ωB97M-V/def2-TZVPD.

Geometry as XYZ:
```
171
Properties=species:S:1:pos:R:3:lowdin_charge:R:1
C -0.46795 0.46594 -0.61188 -0.064
C -1.88379 -0.08105 -0.65012 -0.209
N -1.92006 -1.40274 0.02896 0.087
N -2.63275 -2.35035 -0.80771 -0.023
C -3.53584 -3.23353 -0.05228 -0.058
C -4.15832 -4.25469 -1.01326 -0.173
O -4.00982 -3.87945 -2.34122 -0.089
C -2.65087 -3.79683 -2.73809 -0.066
C -1.73845 -3.13616 -1.68408 -0.456
O -0.87906 -2.28370 -2.30280 0.060
C -0.94201 -4.26401 -1.00637 -0.061
C 0.19827 -3.94349 -0.03176 -0.096
C 1.58350 -3.80015 -0.63147 -0.523
N 1.99118 -2.61196 -1.25345 0.165
O 2.34064 -4.71919 -0.52822 0.092
H 0.13949 -0.05124 0.09780 0.070
H -0.02111 0.28378 -1.57550 0.060
H -0.46901 1.52644 -0.47313 0.057
H -2.50352 0.61325 -0.11664 0.081
H -2.14643 -0.14982 -1.68952 0.109
H -2.43953 -1.30956 0.88750 0.131
H -3.24723 -1.80014 -1.41405 0.186
H -2.97550 -3.76369 0.68623 0.123
H -4.29797 -2.64307 0.41225 0.130
H -3.67372 -5.20607 -0.87228 0.126
H -5.18554 -4.37660 -0.73114 0.124
H -2.64727 -3.21464 -3.63432 0.146
H -2.26471 -4.77543 -2.96581 0.141
H -0.66371 -2.59968 -3.19099 0.085
H -0.51011 -4.80202 -1.82635 0.133
H -1.57937 -4.96401 -0.49422 0.109
H 0.00529 -3.09317 0.59054 0.076
H 0.28232 -4.78305 0.62489 0.110
H 1.89375 -2.73106 -2.25728 0.076
H 1.35830 -1.87989 -0.97865 0.058
C -1.95864 3.27852 1.54365 -0.661
O -2.08870 2.04996 1.45013 -0.036
N -0.85530 3.85377 2.09109 0.169
N -2.88538 4.15551 1.10132 0.167
H -0.74038 4.85367 2.15265 0.072
H -0.12741 3.25363 2.42584 0.100
H -3.71287 3.78245 0.68386 0.095
H -2.78741 5.15240 1.15708 0.065
C -4.24582 6.61288 -1.34862 -0.656
O -3.80581 6.25732 -0.26184 0.002
N -3.70391 7.63823 -2.05744 0.164
N -5.32008 6.00998 -1.94009 0.162
H -4.06132 7.93770 -2.94951 0.064
H -2.91166 8.10351 -1.65660 0.074
H -5.75689 5.25564 -1.44866 0.098
H -5.67931 6.29094 -2.83395 0.087
C -3.55698 7.21181 -5.97955 -0.661
O -4.18040 7.14964 -4.93079 0.006
N -3.26506 6.09730 -6.71581 0.155
N -3.10907 8.39326 -6.49554 0.159
H -2.76196 6.12173 -7.58144 0.095
H -3.58639 5.21698 -6.36217 0.103
H -3.31324 9.22789 -5.98047 0.106
H -2.59955 8.46569 -7.35488 0.097
C 0.96892 -2.58862 3.25456 -0.674
O 1.31807 -2.06341 2.20285 0.005
N 0.10433 -2.02220 4.13246 0.164
N 1.44401 -3.82329 3.61313 0.164
H -0.16889 -2.45044 4.99721 0.071
H -0.25304 -1.11002 3.90657 0.109
H 2.08226 -4.26420 2.97747 0.091
H 1.19469 -4.28369 4.46856 0.094
C 1.59297 -1.12562 7.60110 -0.657
O 1.08309 -1.89498 6.79965 0.004
N 2.56758 -0.23706 7.23552 0.149
N 1.24152 -1.08803 8.91358 0.171
H 3.00017 0.40970 7.87296 0.094
H 2.84415 -0.23215 6.27214 0.099
H 0.53250 -1.72680 9.21831 0.108
H 1.65702 -0.46431 9.58131 0.105
C -0.90875 8.18329 1.06499 -0.672
O -0.51506 7.03810 1.24837 0.009
N -1.48294 8.92179 2.04769 0.165
N -0.78980 8.80230 -0.15319 0.148
H -1.80792 9.85995 1.91872 0.098
H -1.56685 8.49562 2.95286 0.111
H -0.36018 8.27992 -0.89215 0.101
H -1.09461 9.74007 -0.32883 0.095
C 1.71479 -2.38234 -5.38525 -0.652
O 0.91674 -2.61180 -4.46100 -0.034
N 2.14600 -3.34668 -6.23136 0.170
N 2.21269 -1.14835 -5.60044 0.191
H 2.79729 -3.14067 -6.97842 0.047
H 1.80503 -4.27810 -6.09544 0.102
H 1.92149 -0.40382 -4.98540 0.059
H 2.86379 -0.94444 -6.33864 0.101
C 5.18481 -6.29667 4.61211 -0.683
O 6.03320 -7.05346 5.03405 0.037
N 5.47340 -5.28225 3.73141 0.147
N 3.86439 -6.39170 4.97996 0.151
H 4.78984 -4.64757 3.36619 0.081
H 6.42672 -5.19169 3.43814 0.100
H 3.61800 -7.12112 5.62081 0.103
H 3.15224 -5.77587 4.64399 0.059
C 6.42360 -0.38182 6.97497 -0.673
O 6.18355 0.72961 7.43176 -0.001
N 5.42975 -1.23514 6.59534 0.163
N 7.69930 -0.84245 6.82129 0.156
H 5.58487 -2.15275 6.22344 0.098
H 4.49367 -0.89182 6.71373 0.044
H 8.44438 -0.23299 7.09835 0.104
H 7.92019 -1.74791 6.45477 0.096
C -4.15114 -4.90230 4.49909 -0.678
O -3.80369 -5.29754 5.58837 0.050
N -3.52835 -3.84341 3.87316 0.148
N -5.18718 -5.47135 3.80084 0.147
H -3.79492 -3.48972 2.97742 0.058
H -2.77272 -3.40449 4.36382 0.088
H -5.65901 -6.24244 4.23364 0.105
H -5.49484 -5.15632 2.90264 0.079
C 3.10812 4.17359 7.95248 -0.681
O 2.35867 5.03066 8.38609 0.030
N 3.76141 3.28199 8.76710 0.145
N 3.36653 4.01435 6.61993 0.148
H 4.38098 2.56498 8.42270 0.073
H 3.59432 3.35381 9.75356 0.091
H 2.90292 4.64304 5.98119 0.105
H 3.98750 3.31377 6.26014 0.089
C -8.37429 -1.80978 -1.83541 -0.701
O -9.09106 -0.92014 -1.43545 0.053
N -7.04505 -1.90322 -1.46515 0.141
N -8.80225 -2.79036 -2.68723 0.163
H -6.43176 -2.62977 -1.78593 0.068
H -6.69628 -1.19618 -0.84688 0.098
H -9.76131 -2.75433 -2.97897 0.116
H -8.21729 -3.52778 -3.03427 0.102
C 5.37277 -3.01782 -8.47178 -0.640
O 4.31353 -2.62672 -7.98038 -0.028
N 6.07742 -2.20914 -9.29709 0.181
N 5.88759 -4.25295 -8.22089 0.170
H 6.94475 -2.47189 -9.72410 0.104
H 5.68877 -1.29139 -9.47611 0.079
H 5.37319 -4.85389 -7.60609 0.107
H 6.74926 -4.58065 -8.61261 0.101
C 5.60667 1.65908 11.90634 -0.679
O 4.74836 0.87096 11.54409 0.010
N 5.90349 2.78158 11.18206 0.161
N 6.32796 1.48388 13.05515 0.151
H 6.59487 3.45772 11.44148 0.098
H 5.37655 2.90540 10.34112 0.051
H 6.12684 0.66954 13.60245 0.102
H 7.03473 2.12003 13.36855 0.092
C 3.11967 -0.13108 -10.19161 -0.663
O 4.19046 0.17620 -9.68468 0.007
N 2.39179 0.75740 -10.93874 0.149
N 2.57946 -1.37602 -10.06084 0.168
H 1.51612 0.53178 -11.36856 0.091
H 2.77102 1.67675 -11.05612 0.100
H 3.10588 -2.03781 -9.51325 0.062
H 1.71479 -1.65336 -10.48290 0.096
C -6.48149 -1.17385 -5.73155 -0.681
O -7.05723 -2.14371 -6.18447 0.030
N -5.64334 -0.39555 -6.48997 0.145
N -6.62220 -0.78791 -4.42343 0.156
H -5.16168 0.40814 -6.13778 0.085
H -5.52263 -0.65565 -7.44973 0.101
H -7.23775 -1.34014 -3.85351 0.047
H -6.15802 0.00206 -4.02012 0.090
C 1.70132 2.69048 -4.34873 -0.657
O 2.00988 1.51386 -4.42455 0.020
N 0.98638 3.19038 -3.29445 0.164
N 2.05263 3.59732 -5.30956 0.155
H 0.72660 4.15360 -3.20612 0.095
H 0.72446 2.54681 -2.57200 0.084
H 2.58175 3.25662 -6.08995 0.106
H 1.81754 4.56937 -5.26658 0.092
```

Properties
**Energy**: -124485.0885 eV
**E_HOMO**: -10.993 eV
**Net charge**: +1
**Spin multiplicity**: 1